[1]
{"formula": "C33H21BrCrF10N6O2", "method": "wB97M-V/def2-TZVPD", "elements": ["N", "C", "H", "C", "C", "C", "Cr", "C", "C", "F", "F", "C", "C", "F", "C", "H", "N", "C", "N", "C", "C", "C", "H", "F", "C", "N", "H", "H", "O", "O", "H", "F", "C", "H", "C", "H", "F", "C", "C", "H", "C", "H", "H", "H", "C", "C", "C", "C", "F", "C", "F", "C", "C", "F", "H", "Br", "H", "C", "C", "H", "F", "C", "C", "H", "C", "H", "H", "N", "C", "H", "H", "H", "N", "C"], "positions_angstrom": [[-1.7751, 1.0846, -0.5796], [2.2057, -2.2651, 1.8382], [-5.1873, -0.9738, -0.9480], [-0.8633, -1.3575, -2.3560], [2.8343, 2.7418, -0.1244], [-2.4433, 4.6109, 0.3638], [0.6742, -0.2820, 0.2097], [-2.1018, -1.0072, 0.5255], [-3.3895, -1.2710, 0.1738], [-2.3543, 5.8128, -0.2179], [0.5072, 2.7704, -2.8779], [0.4738, -2.9819, -1.2716], [0.2970, -3.5748, 2.8684], [3.5866, 1.9270, 0.6268], [-3.7335, 0.2172, -1.8185], [1.5230, -1.6620, -3.3871], [0.4110, -1.5372, -1.5818], [-1.6421, -4.9765, 3.7534], [-1.2709, -0.0158, 0.0978], [-2.3560, 0.8160, -1.8988], [-1.3645, 0.0319, -2.7812], [1.6134, -1.2185, -2.3867], [-2.9811, -3.1530, 2.2578], [-1.7109, 3.6589, -1.6138], [-2.1295, 3.4737, -0.3514], [-0.0540, -1.7537, 1.4011], [2.9160, 0.4048, -2.8113], [1.3687, -3.1998, -0.6925], [-0.7692, -5.6366, 4.3475], [-2.8776, -5.0955, 3.7101], [2.4507, -1.7063, -1.8842], [-2.7400, 0.9692, 2.1806], [-2.8199, 4.5117, 1.6874], [-1.9101, -0.1598, -3.7101], [-1.0809, -3.7854, 2.9268], [-0.4011, -3.2820, -0.6991], [-3.1149, 5.6074, 2.3962], [4.7888, -1.6737, 1.1641], [1.5525, 4.5220, -1.7709], [-0.7118, -1.9395, -3.2758], [2.3910, 5.0027, -0.7856], [3.0186, -3.6058, 3.2995], [0.9221, -4.2560, 3.4296], [1.2587, 0.7176, -3.2374], [3.0391, 4.0987, 0.0332], [0.7782, -2.5507, 2.0859], [-2.1955, 2.1801, 0.1877], [1.3437, 3.1606, -1.8981], [2.5955, 6.3181, -0.6436], [-4.1516, -0.6526, -0.8870], [3.8997, 4.5453, 0.9569], [3.2396, -2.8968, 2.5153], [-1.3759, -1.9347, 1.4332], [0.9343, 5.3751, -2.5976], [-4.4517, 0.5662, -2.5545], [0.8561, 1.2489, 2.1197], [-0.5457, 0.6941, -3.0521], [3.7079, -1.0730, 0.5461], [-2.8887, 3.2614, 2.2608], [5.7938, -1.4080, 0.8684], [-3.2646, 3.1444, 3.5375], [1.8799, 0.2691, -2.4619], [-2.6038, 2.1212, 1.5269], [-3.8835, -2.0714, 0.7053], [-1.9199, -2.9573, 2.2037], [-1.6503, -1.8594, -1.7950], [0.5033, -3.5658, -2.1993], [2.4495, -1.3626, 0.8714], [4.5441, -2.5944, 2.1703], [-2.4542, 1.7763, -2.4019], [3.8190, -0.3169, -0.2190], [5.3653, -3.0739, 2.6878], [1.6878, 0.8411, -1.1371], [1.9381, 2.2065, -1.0594]], "gap_ev": [6.68, 6.60], "charge": -1, "homo_ev": [-5.09, -5.16], "multiplicity": 4, "s2": 3.785, "lumo_ha": [0.0584, 0.0528]}

[2]
{"formula": "C7H13NO2Si", "method": "wB97M-V/def2-TZVPD", "elements": ["H", "C", "H", "N", "C", "C", "H", "H", "C", "H", "H", "H", "H", "H", "H", "O", "C", "H", "H", "O", "H", "C", "C", "Si"], "positions_angstrom": [[1.3671, -2.5990, 1.3571], [-0.8622, 1.9150, 2.0183], [0.3255, -3.5253, 0.2932], [-3.5774, 0.0563, 0.6756], [-0.8287, -1.2293, -1.7990], [0.9725, -2.6542, 0.3461], [0.7832, 1.3219, -0.4564], [-0.1167, -1.3853, -2.6049], [-2.5245, -0.3413, 0.9501], [-1.5192, -2.0681, -1.8020], [-0.2907, 4.4234, 1.0949], [-1.4046, -0.3386, -2.0305], [-1.0790, -1.1189, 2.2406], [1.7776, 0.5457, 0.7665], [-1.8920, 4.3339, 1.8846], [-0.4983, 2.0709, 3.1323], [-1.2563, -0.7824, 1.2304], [1.8125, -2.8263, -0.3211], [2.0469, 0.2068, -0.9334], [-1.2240, 2.5526, 0.9964], [-1.7746, 4.3021, 0.0974], [1.2790, 0.3936, -0.1866], [-1.2983, 4.0150, 1.0302], [0.0351, -1.0551, -0.1098]], "gap_ev": [7.12, 8.78], "homo_ev": [-8.17, -8.77], "lumo_ha": [-0.0387, 0.0004]}

[3]
{"formula": "C22H24MnN7O5S2", "method": "wB97M-V/def2-TZVPD", "elements": ["C", "C", "O", "H", "H", "C", "C", "C", "H", "H", "N", "N", "H", "Mn", "H", "H", "C", "H", "N", "H", "H", "O", "C", "O", "C", "C", "C", "N", "C", "C", "N", "H", "H", "H", "H", "C", "H", "H", "C", "H", "S", "C", "N", "H", "C", "S", "O", "H", "N", "H", "C", "H", "C", "C", "O", "H", "H", "C", "H", "C", "C"], "positions_angstrom": [[1.1765, -2.8431, -3.2785], [1.8192, -4.5013, -4.8791], [-0.2161, 6.2150, -6.3289], [1.5115, -4.9067, -2.7916], [4.3572, 2.0299, 0.9420], [2.4235, 1.6086, 0.7981], [1.5031, -4.1657, -3.5767], [-0.0254, 4.6112, -4.3055], [1.5814, 4.5433, -2.9106], [2.6613, 4.0546, 1.9440], [0.8558, -2.4455, -1.9533], [1.2137, 2.1409, 0.9360], [1.4829, -1.4728, -6.3411], [0.5386, -0.7739, 0.3251], [-0.9839, 3.3271, 2.3328], [-1.1799, 0.7021, -1.8465], [-1.3142, 3.0824, 1.3203], [-0.7480, 3.7125, 0.6337], [-1.5916, -0.6590, 0.6936], [-5.3675, 0.0175, 0.8119], [1.8812, 4.3876, -0.3978], [0.7197, -2.8396, 0.1497], [3.3439, 3.8978, 1.1062], [1.9462, 5.1674, -5.8550], [-1.0050, 1.6567, 1.0136], [-3.4018, 0.8667, 0.9400], [-1.8238, 3.0679, -3.9185], [1.0312, -3.2858, -1.0047], [0.0583, 3.1007, -2.4332], [-3.8308, -1.4597, 0.5622], [-1.7531, 1.5176, -2.0376], [0.8976, -0.8620, -4.0129], [2.0758, -5.5261, -5.1150], [-3.7541, 1.8753, 1.0845], [-4.5019, -2.2954, 0.4259], [0.6255, 4.1186, -3.1856], [-2.5913, 1.1724, -2.4884], [-2.0223, -2.6266, 0.3466], [1.4812, -2.2321, -5.5737], [2.0684, -3.8130, -6.8982], [0.7818, 5.8627, -5.3275], [-1.1607, 2.5480, -2.8120], [0.2005, 1.2550, 0.7993], [0.5574, 2.7147, -1.5518], [-1.2596, 4.0985, -4.6628], [2.8264, -0.0751, 0.6041], [1.1030, 6.9358, -4.3949], [-2.7871, 2.6554, -4.2060], [3.4571, 2.4658, 0.8492], [2.8579, 5.7592, 0.1276], [2.8804, 4.6939, -0.1040], [3.5531, 4.5417, -0.9481], [1.8133, -3.5402, -5.8824], [-2.4585, -1.6496, 0.5214], [0.3978, -1.2340, -1.7639], [-1.7589, 4.5061, -5.5315], [-2.3698, 3.3158, 1.2254], [-2.0419, 0.6006, 0.8874], [4.3352, 4.2326, 1.4140], [1.1565, -1.8773, -4.2729], [-4.3030, -0.1758, 0.7795]], "gap_ev": [6.33, 6.18], "charge": -1, "homo_ev": [-5.03, -5.03], "multiplicity": 6, "s2": 8.757, "lumo_ha": [0.0481, 0.0425]}

[4]
{"formula": "C8H8N2O4Se", "method": "wB97M-V/def2-TZVPD", "elements": ["N", "O", "C", "C", "H", "N", "Se", "H", "O", "C", "O", "H", "C", "H", "C", "C", "H", "C", "H", "C", "H", "O", "H"], "positions_angstrom": [[-4.0667, -0.3232, 0.0815], [-4.4634, 0.8345, 0.1698], [2.5599, 0.2099, 1.3356], [2.0909, 0.3733, -0.0431], [-2.7279, -1.3714, -2.3471], [-1.9319, -1.3072, 0.5845], [-1.7644, 1.7803, 0.3968], [-0.1405, 1.2298, 2.9840], [-0.8431, -1.6520, 0.1617], [0.8675, 0.8693, -0.2899], [-4.6517, -1.3357, 0.3171], [2.1274, 0.7088, 3.2398], [0.0232, 1.2074, 0.7034], [3.5353, -0.2581, 1.5107], [-2.1237, -0.6170, -1.7520], [0.4439, 1.0551, 2.1200], [-1.1237, -0.9632, -1.6573], [1.7309, 0.7118, 2.2849], [2.6315, -0.0926, -0.8833], [-2.6582, -0.5188, -0.4018], [-2.2098, 0.3753, -2.1253], [-2.3841, -1.6346, 1.6185], [0.5876, 1.0384, -1.2807]], "gap_ev": 6.97, "homo_ev": -9.08, "lumo_ha": -0.0773}

[5]
{"formula": "C4H6O2", "method": "wB97M-V/def2-TZVPD", "elements": ["O", "H", "C", "H", "C", "C", "O", "H", "H", "C", "H", "H"], "positions_angstrom": [[0.2617, -2.7649, 0.5629], [-1.1682, 0.5998, -1.6600], [-0.3484, 0.3644, -0.9910], [-1.1434, 1.4589, 0.7121], [-0.2613, 0.9072, 0.3882], [0.4902, -1.6163, 0.2667], [0.9576, 1.2948, 0.9328], [-1.5158, -0.8764, 0.6172], [0.6223, 0.3080, -1.5018], [-0.5466, -0.5532, 0.2215], [1.4715, -1.2770, -0.1206], [1.1659, 2.1578, 0.5555]], "gap_ev": 10.47, "homo_ev": -9.78, "smiles": "O=C[C@@H]1C[C@@H]1O", "lumo_ha": 0.0252}

[6]
{"formula": "C31H50F3O27Rb", "method": "wB97M-V/def2-TZVPD", "elements": ["O", "H", "C", "O", "H", "O", "O", "H", "C", "H", "C", "O", "H", "C", "C", "H", "C", "O", "H", "O", "H", "H", "C", "C", "H", "C", "O", "H", "C", "O", "O", "H", "H", "H", "C", "O", "H", "O", "O", "O", "O", "C", "O", "O", "H", "H", "O", "C", "H", "C", "H", "O", "H", "H", "H", "C", "F", "O", "C", "C", "C", "O", "H", "H", "H", "C", "H", "O", "C", "C", "C", "C", "C", "O", "O", "O", "H", "H", "H", "C", "H", "H", "H", "H", "C", "H", "H", "H", "H", "H", "H", "C", "H", "H", "H", "Rb", "H", "H", "C", "C", "H", "F", "O", "H", "C", "H", "F", "H", "O", "C", "H", "H"], "positions_angstrom": [[7.4571, -0.4081, 11.7730], [-8.6223, 5.2290, -9.5176], [6.0096, -1.9978, -6.4514], [5.6422, -2.1702, -7.7159], [-7.0551, 4.6810, -10.0916], [-6.6404, 4.2924, -7.4151], [2.7224, 3.8460, -5.6360], [-10.6385, -2.4344, 3.7567], [5.2387, 4.6116, -4.8450], [1.0583, -10.0753, -0.0785], [8.8395, -2.5056, 11.8536], [7.5339, 6.9986, 2.4015], [-10.0318, -0.8256, 3.5853], [0.1852, -10.5216, 0.3976], [6.5588, 6.1475, 2.2771], [9.3629, -2.3861, 8.8719], [5.8421, -2.9681, -4.3287], [0.1759, -3.2803, -0.1805], [0.3526, -14.5398, -2.8410], [6.9526, 5.0254, 1.6654], [1.4179, 2.3409, -6.0184], [7.2645, -1.1371, 7.2503], [-1.2061, -1.3012, -0.2399], [-9.7445, -1.8724, 3.4867], [8.8929, 7.1862, 0.9115], [-11.9816, 10.0694, 2.9024], [-0.4343, -13.4341, -1.3083], [-2.8562, -0.0086, 0.3899], [-0.2100, -0.8872, 2.4841], [-10.2230, 8.8089, 1.4036], [-7.6478, 2.3000, -7.1143], [-9.4924, 5.2064, 1.8109], [5.2446, 4.4652, 0.6834], [9.3367, -0.5714, 10.9695], [-0.1915, -2.3456, 0.4952], [-0.0542, -11.8111, 0.0442], [-0.6501, -9.8317, 0.2773], [2.3425, 6.0636, -6.3288], [4.2960, 5.4832, -5.3065], [-6.7344, -3.2947, 4.3985], [6.7457, -1.1005, -5.9819], [5.9539, 4.0289, 1.3867], [-8.6880, -2.3714, 4.3172], [-11.6781, 8.6562, 3.1022], [5.4159, 3.7115, 2.2799], [9.5768, 7.2831, 2.6314], [5.4961, 6.2921, 2.7553], [-7.9195, -3.3240, 3.7913], [-7.0541, 2.6339, -5.1759], [-9.4066, 6.2626, 2.0664], [1.2491, -2.4221, 2.1860], [-2.0679, 0.6564, 2.6891], [0.3631, -10.6014, 1.4701], [6.8849, -0.8246, -8.5740], [0.9564, 3.5355, -4.8311], [-10.7724, 8.1456, 2.2875], [9.5628, -3.3657, 11.0957], [5.3949, -2.8940, -5.6739], [-5.7823, -4.2021, 4.0486], [-0.1672, -12.1097, -1.2301], [7.7196, -2.0602, 7.6092], [-0.1080, -11.4053, -2.2067], [-8.5467, 6.4522, 2.7089], [5.2423, -0.2438, -8.3466], [-6.9563, 0.9725, -5.5753], [8.9089, 6.7885, 1.9262], [6.7914, -3.5022, -4.2879], [7.8477, -1.3460, 9.8237], [0.3765, -1.9129, 1.8042], [-1.9022, -0.4095, 0.6992], [8.4290, -1.1553, 11.1219], [-7.3545, 3.3797, -7.7678], [1.3918, 3.4129, -5.8229], [0.3764, -0.7648, 3.6243], [-8.2613, -4.0612, 2.8821], [-10.4992, 6.8335, 2.6366], [-13.0210, 10.2804, 3.1536], [9.1938, -0.6029, 8.3874], [-0.9866, -13.4281, -3.3110], [8.7100, -1.5342, 8.6819], [-8.5652, 3.8743, -10.7014], [-11.2316, 10.6840, 3.4003], [-4.8181, -4.0339, 4.5285], [9.2070, 5.7467, 1.8079], [-1.4236, -0.1557, 1.9549], [-1.3247, -14.9415, -2.3740], [-5.5195, -4.1408, 2.9925], [5.0642, -3.5317, -3.8137], [6.9664, -2.8463, 7.6634], [5.9162, -1.9853, -3.8632], [-6.1631, -5.2092, 4.2181], [-0.6197, -14.1323, -2.5642], [-9.2427, 6.6473, 1.0598], [4.7533, 4.0787, -4.0273], [0.7937, 3.9217, -6.5788], [-0.4812, -5.7247, -5.5756], [8.3347, -2.4046, 6.7779], [6.0289, 5.1647, -4.3373], [3.0780, 5.1975, -5.8444], [5.8388, -1.1305, -8.5611], [-9.7338, -1.8751, 2.3968], [9.6116, -2.3468, 12.9409], [-1.3004, -1.3450, -1.4453], [5.7426, 4.0912, -5.6595], [-8.0684, 4.3542, -9.8582], [-5.7414, 2.1124, -6.2525], [7.8301, -3.1697, 12.3691], [6.4105, 3.1338, 0.9643], [-8.0203, 3.2806, -8.9533], [-6.7902, 1.9648, -5.9949], [-11.8622, 10.3397, 1.8532], [5.6021, -1.4486, -9.5764]], "gap_ev": 1.55, "charge": -2, "homo_ev": -1.06, "lumo_ha": 0.0182}

[7]
{"formula": "C7H12O", "method": "wB97M-V/def2-TZVPD", "elements": ["H", "H", "C", "H", "H", "H", "C", "H", "C", "C", "H", "H", "C", "H", "O", "H", "H", "H", "C", "C"], "positions_angstrom": [[0.4451, -1.0520, -1.4267], [3.9797, -0.0035, -0.9520], [3.3588, 0.8709, -0.7466], [3.6620, 1.7652, -1.3100], [-3.4733, 1.1081, -0.2249], [3.3260, 1.1061, 0.3089], [-3.0273, 0.9172, 0.6958], [0.5617, -0.7515, 0.2570], [1.1331, -0.7505, -0.6921], [1.9269, 0.5283, -1.1565], [1.8345, -1.5644, -0.7086], [-3.6721, 0.9868, 1.6127], [-1.9380, -0.0880, 0.7970], [-2.0726, -1.8981, -0.0717], [1.3289, 1.3888, -1.7933], [-0.7377, -1.9893, 1.1948], [-0.8668, 1.9460, 1.0349], [-2.4936, -2.1287, 1.5738], [-1.5121, 1.1703, 0.7369], [-1.7633, -1.5614, 0.8706]], "gap_ev": 9.87, "homo_ev": -8.99, "smiles": "CC(C)=O.CC1=CC1", "lumo_ha": 0.0325}

[8]
{"formula": "C10H37BeN18O12", "method": "wB97M-V/def2-TZVPD", "elements": ["N", "C", "H", "H", "H", "N", "H", "H", "C", "H", "H", "H", "H", "O", "H", "N", "O", "C", "H", "N", "N", "H", "H", "C", "H", "N", "O", "H", "C", "H", "H", "N", "H", "H", "N", "N", "N", "N", "O", "O", "C", "N", "O", "H", "H", "C", "N", "H", "N", "H", "H", "Be", "N", "H", "H", "H", "O", "N", "H", "H", "H", "N", "H", "H", "C", "O", "C", "O", "H", "O", "H", "N", "H", "O", "H", "H", "O", "C"], "positions_angstrom": [[-0.3346, 2.2520, -3.3002], [2.6212, 0.5251, 4.0700], [-1.0221, -3.0778, 0.1988], [-1.3099, -3.8849, 2.4968], [3.8825, -0.6289, -2.2764], [3.0845, -0.8727, -1.7073], [-1.6077, -6.1739, -1.1335], [1.2151, 4.7362, 2.6830], [-0.1110, 0.3130, 0.6234], [-0.5896, -2.8184, -2.7933], [-0.7288, 3.1285, -3.6105], [4.0988, 4.6709, -0.9351], [1.6586, 3.6833, -1.5255], [-0.2345, 1.5072, 0.8873], [-0.6060, 1.3621, -3.6933], [-1.4484, -5.3039, -0.6459], [-1.0170, -0.3246, -4.4591], [-1.7449, -4.2786, -1.2724], [0.3288, 4.4005, -2.3813], [3.9668, 3.6729, -0.8540], [-1.8010, -2.4060, -4.7512], [-1.6677, -2.4262, -1.3014], [-4.9013, 0.1488, -2.4369], [-0.4940, 3.8346, 3.6205], [2.1759, 1.7149, 0.2215], [3.8291, 0.2495, 3.9086], [-3.1940, 0.1950, 0.3069], [-1.1959, 4.4169, 5.1217], [3.0684, 3.3002, 0.0332], [-2.1287, -2.3170, -5.7024], [1.3360, -1.5927, -0.6290], [-4.6484, -0.1132, -1.4949], [4.1177, -0.2975, 3.1101], [1.9904, -3.2205, -0.2745], [-0.4950, 4.7754, 4.4890], [-1.6358, -2.9540, 2.2789], [-0.4869, -1.8862, -3.1682], [1.8225, -0.1579, 3.3005], [4.0180, -2.9497, -1.4409], [1.6530, 1.5822, -2.3455], [-2.8022, -2.5291, 2.6641], [3.1333, 2.0359, 0.2027], [2.3003, 4.0687, 0.5525], [-1.8267, 1.2204, -1.5341], [2.4196, -0.2356, -1.2925], [3.0799, -2.0911, -1.3764], [-2.7279, 0.8172, -1.7469], [-0.7751, -5.3199, 0.1068], [0.9320, 3.6060, -2.2227], [-3.5227, -4.3946, 2.6670], [0.4748, 4.8682, 4.7555], [-2.4157, 1.0006, 2.6066], [0.5484, 3.9859, 2.7958], [0.8357, 0.0569, 3.3130], [-1.8031, -3.3033, -4.2875], [3.8335, 1.5226, -0.3133], [2.2026, 1.3495, 4.8161], [-3.6339, -3.4573, 3.0267], [0.5461, 0.9266, -0.5530], [0.1232, -1.1767, -2.7882], [-3.1546, 1.3549, -2.4878], [-1.3894, -3.2129, -0.7323], [2.2008, -0.6402, 2.4977], [4.4278, 0.7050, 4.5826], [-1.1293, -1.4837, -4.1706], [-2.1813, -4.3406, -2.4429], [0.8170, 2.3742, -2.6921], [-3.0316, -1.3506, 2.8497], [-1.0676, -2.1735, 1.9824], [-0.5276, -0.4311, 1.5092], [-4.6114, -3.2880, 3.2160], [2.0769, -2.2791, -0.6299], [-5.3168, -0.4567, -0.8201], [0.3561, -0.0140, -0.5802], [4.2749, 3.0206, -1.5610], [0.8135, 3.1903, 2.2331], [-1.4029, 3.0195, 3.5428], [-3.5409, 0.2708, -0.9061]], "gap_ev": [4.91, 2.03], "charge": 2, "homo_ev": [-13.52, -13.51], "multiplicity": 2, "s2": 0.760, "lumo_ha": [-0.3164, -0.4222]}